Formula: C29H21CsF3N6O5S
Source: the Open Molecules 2025 dataset
Level of theory: ωB97M-V/def2-TZVPD

Calculated values
**Electronic energy**: -69130.7390 eV
**Charge**: -1
**M**: 755.49 u
**Energy above the lowest of the compared OMol25 structures with the same formula, charge and spin**: 12.2 kcal per mole

CARTESIAN COORDINATES (ANGSTROEM)
Cs (0.423, 0.079, -0.228)
C (-6.951, 2.638, 2.770)
O (-7.351, 3.410, 1.656)
C (-7.224, 2.841, 0.423)
C (-7.524, 3.666, -0.659)
C (-7.428, 3.166, -1.944)
C (-6.996, 1.862, -2.160)
C (-6.725, 1.029, -1.084)
C (-6.843, 1.524, 0.213)
N (-7.024, 1.422, -3.545)
N (-6.162, 0.692, -4.054)
C (-4.954, 0.312, -3.348)
C (-4.636, -1.023, -3.339)
C (-3.577, -1.523, -2.578)
C (-2.757, -0.687, -1.794)
O (-1.839, -1.064, -1.019)
C (-2.989, 0.762, -1.971)
N (-2.089, 1.606, -1.405)
C (-2.228, 2.896, -1.570)
C (-3.279, 3.474, -2.311)
C (-4.195, 2.652, -2.897)
C (-4.085, 1.251, -2.731)
H (-7.062, 3.285, 3.636)
H (-5.907, 2.325, 2.681)
H (-7.584, 1.755, 2.892)
H (-7.837, 4.686, -0.476)
H (-7.680, 3.778, -2.801)
H (-6.401, 0.009, -1.231)
H (-6.620, 0.865, 1.041)
H (-5.265, -1.707, -3.897)
H (-3.390, -2.590, -2.557)
H (-1.491, 3.544, -1.102)
H (-3.331, 4.550, -2.415)
H (-4.995, 3.055, -3.505)
F (5.154, -1.910, 0.636)
C (4.267, -1.204, 1.348)
F (4.825, -0.912, 2.537)
F (3.206, -2.008, 1.591)
S (3.703, 0.325, 0.468)
O (4.892, 1.101, 0.255)
O (2.754, 0.871, 1.420)
O (3.100, -0.233, -0.729)
N (0.996, -0.160, 7.919)
C (0.647, -0.018, 9.244)
C (1.357, -0.170, 10.431)
C (0.661, 0.057, 11.603)
C (-0.694, 0.422, 11.596)
C (-1.392, 0.572, 10.413)
C (-0.707, 0.348, 9.219)
N (-1.155, 0.424, 7.913)
C (-0.123, 0.118, 7.174)
C (-0.139, 0.065, 5.708)
C (0.962, -0.320, 4.951)
C (0.856, -0.347, 3.566)
N (-0.262, -0.027, 2.915)
C (-1.309, 0.345, 3.650)
C (-1.304, 0.409, 5.032)
H (1.898, -0.404, 7.554)
H (2.403, -0.452, 10.445)
H (1.173, -0.050, 12.552)
H (-1.197, 0.589, 12.540)
H (-2.437, 0.854, 10.399)
H (1.914, -0.602, 5.385)
H (1.706, -0.622, 2.958)
H (-2.210, 0.602, 3.101)
H (-2.188, 0.716, 5.571)

---

Formula: C4H5LiO5Rb
Source: the Open Molecules 2025 dataset
Level of theory: ωB97M-V/def2-TZVPD

Calculated values
**Electronic energy**: -15311.7800 eV
**Charge**: +2
**⟨S²⟩**: 0.75
**M**: 225.49 u
**2S+1**: 2
**Energy above the lowest of the compared OMol25 structures with the same formula, charge and spin**: 1.7 kcal per mole

CARTESIAN COORDINATES (ANGSTROEM)
O (-2.046, 0.716, 3.031)
C (-1.153, -0.101, 2.933)
O (-0.657, -0.931, 3.670)
O (-0.549, -0.050, 1.556)
C (-0.088, -0.988, -0.554)
C (-0.636, -1.052, 0.793)
Rb (-0.719, -1.756, 7.744)
H (-0.221, -1.952, -1.060)
H (-0.726, -0.269, -1.098)
H (0.990, -0.757, -0.398)
H (-1.272, -1.884, 1.117)
Li (-2.845, 2.123, 2.157)
O (1.639, 1.226, -3.725)
C (2.205, 1.282, -4.771)
O (2.797, 2.313, -5.294)
H (3.281, 2.080, -6.101)

---

Formula: C14H27BrO20PS5
Source: the Open Molecules 2025 dataset
Level of theory: ωB97M-V/def2-TZVPD

Calculated values
**Electronic energy**: -189403.6813 eV
**Charge**: -1
**M**: 786.56 u

CARTESIAN COORDINATES (ANGSTROEM)
C (4.780, 1.176, 3.018)
C (4.051, 1.746, 1.659)
O (4.535, 1.309, 0.548)
O (2.943, 2.661, 1.799)
C (1.863, 2.290, 0.904)
O (2.011, 2.593, -0.356)
C (0.472, 1.587, 1.319)
P (0.584, 0.316, 2.745)
S (-0.325, 1.841, 4.046)
C (1.534, -0.917, 1.626)
C (2.030, -2.263, 2.375)
O (1.921, -3.375, 1.710)
Br (2.824, -2.362, 4.197)
H (4.235, 0.172, 3.258)
H (5.910, 1.010, 2.808)
H (4.575, 1.978, 3.832)
H (0.116, 0.990, 0.373)
H (-0.370, 2.372, 1.510)
H (1.859, 0.794, 3.220)
H (0.527, -0.601, 3.861)
H (-0.721, -0.178, 2.328)
H (0.432, 3.024, 3.881)
H (2.435, -0.435, 1.072)
H (0.782, -1.250, 0.791)
C (5.880, -1.908, -0.925)
C (7.327, -1.813, -1.391)
O (8.109, -2.176, -0.254)
S (7.286, -3.268, 0.627)
O (7.759, -4.578, 0.275)
O (7.220, -2.800, 1.982)
O (5.834, -3.049, -0.067)
H (5.596, -1.029, -0.339)
H (5.185, -2.029, -1.758)
H (7.588, -0.811, -1.735)
H (7.534, -2.535, -2.187)
C (0.410, 4.031, -2.332)
C (-0.107, 3.571, -3.688)
O (-1.527, 3.539, -3.554)
S (-1.987, 4.705, -2.517)
O (-2.399, 5.850, -3.282)
O (-2.807, 4.110, -1.501)
O (-0.523, 5.017, -1.886)
H (0.409, 3.210, -1.611)
H (1.413, 4.456, -2.395)
H (0.276, 2.588, -3.968)
H (0.142, 4.294, -4.472)
C (-3.680, -0.482, -1.457)
C (-2.229, -0.397, -1.916)
O (-1.455, -0.765, -0.777)
S (-2.290, -1.852, 0.102)
O (-1.824, -3.166, -0.249)
O (-2.359, -1.383, 1.458)
O (-3.743, -1.624, -0.600)
H (-3.960, 0.399, -0.872)
H (-4.371, -0.597, -2.295)
H (-1.958, 0.604, -2.258)
H (-2.024, -1.120, -2.712)
C (-8.594, -3.020, 0.007)
C (-8.762, -1.515, 0.170)
O (-7.469, -0.967, -0.078)
S (-6.699, -1.895, -1.169)
O (-6.859, -1.292, -2.465)
O (-5.414, -2.261, -0.631)
O (-7.690, -3.185, -1.084)
H (-8.139, -3.465, 0.897)
H (-9.542, -3.520, -0.204)
H (-9.112, -1.241, 1.167)
H (-9.449, -1.111, -0.580)

---

Formula: C4H10NO3
Source: the Open Molecules 2025 dataset
Level of theory: ωB97M-V/def2-TZVPD

Calculated values
**Electronic energy**: -11942.1434 eV
**Charge**: -1
**M**: 120.13 u
**Energy above the lowest of the compared OMol25 structures with the same formula, charge and spin**: 75.0 kcal per mole

CARTESIAN COORDINATES (ANGSTROEM)
C (-0.897, 1.811, -0.389)
O (-1.344, 2.832, 0.301)
C (-0.897, 0.268, 0.218)
C (-0.288, -0.599, -0.879)
C (0.841, -1.500, -0.485)
N (0.512, -2.817, -0.281)
O (2.001, -1.145, -0.356)
H (-1.764, 1.584, -1.078)
H (0.195, 1.907, -0.610)
H (-0.328, 0.028, 1.146)
H (-1.931, 0.251, 0.573)
H (-1.043, -1.241, -1.330)
H (0.126, 0.060, -1.709)
H (1.192, -3.514, -0.055)
H (-0.472, -3.107, -0.281)
H (1.306, 1.204, 1.172)
H (1.040, 2.298, 2.135)
O (1.752, 1.681, 1.909)

---

Formula: CHI2NO
Source: the Open Molecules 2025 dataset
Level of theory: ωB97M-V/def2-TZVPD

Calculated values
**Electronic energy**: -20788.3613 eV
**Charge**: 0
**SMILES string**: [O-][N+]#CI.I
**M**: 296.83 u
**Energy above the lowest of the compared OMol25 structures with the same formula, charge and spin**: 53.2 kcal per mole

CARTESIAN COORDINATES (ANGSTROEM)
C (-0.251, 0.578, -0.561)
N (-0.859, 1.440, -0.063)
O (-1.747, 2.094, 0.366)
I (1.309, 0.044, -1.748)
I (0.474, -2.462, 1.690)
H (1.073, -1.694, 0.316)

---

Formula: C6H12
Source: the Open Molecules 2025 dataset
Level of theory: ωB97M-V/def2-TZVPD

Calculated values
**Electronic energy**: -6415.8545 eV
**Charge**: 0
**SMILES string**: C=CCCCC
**M**: 84.16 u
**Energy above the lowest of the compared OMol25 structures with the same formula, charge and spin**: 25.0 kcal per mole

CARTESIAN COORDINATES (ANGSTROEM)
C (-1.148, 2.466, -0.310)
C (0.094, 1.593, -0.333)
C (-0.134, 0.095, 0.001)
C (1.146, -0.719, 0.017)
C (0.923, -2.202, 0.278)
C (-0.265, -2.752, 0.536)
H (-0.964, 3.475, -0.781)
H (-1.496, 2.592, 0.737)
H (-1.992, 1.973, -0.837)
H (0.914, 1.999, 0.301)
H (0.529, 1.538, -1.368)
H (-0.681, 0.032, 0.967)
H (-0.772, -0.372, -0.733)
H (1.926, -0.391, 0.778)
H (1.687, -0.563, -0.925)
H (1.782, -2.854, 0.251)
H (-0.403, -3.805, 0.768)
H (-1.148, -2.104, 0.653)

---

Formula: C6H14N2
Source: the Open Molecules 2025 dataset
Level of theory: ωB97M-V/def2-TZVPD

Calculated values
**Electronic energy**: -9426.3739 eV
**Charge**: 0
**SMILES string**: C=C(C)NNC(C)C
**M**: 114.19 u
**Energy above the lowest of the compared OMol25 structures with the same formula, charge and spin**: 71.7 kcal per mole

CARTESIAN COORDINATES (ANGSTROEM)
C (-1.701, 0.225, 0.265)
C (1.209, -0.100, 0.002)
C (-2.974, -0.244, -0.370)
C (-1.495, 0.075, 1.558)
C (1.690, -0.683, -1.341)
C (2.427, 0.080, 0.867)
N (-0.866, 0.823, -0.607)
N (0.490, 1.070, -0.314)
H (-2.847, -1.242, -0.821)
H (-3.145, 0.445, -1.133)
H (-3.710, -0.463, 0.271)
H (-0.606, 0.549, 1.907)
H (0.581, -0.875, 0.510)
H (-2.199, -0.419, 2.138)
H (0.966, -1.115, -1.931)
H (2.443, -1.600, -1.255)
H (2.301, 0.074, -1.741)
H (3.019, 1.067, 0.479)
H (3.081, -0.658, 0.736)
H (2.116, 0.345, 1.843)
H (-1.220, 0.943, -1.608)
H (0.438, 1.703, 0.544)

---

Question: What is the electronic energy in the third record?
Answer: -189403.6813 eV

---

Question: Which of these has the highest M?
Answer: C14H27BrO20PS5